# C72H169O37P

12 unconnected molecules or ions with the total composition C72H169O37P in a non-equilibrium geometry (wB97M-V/def2-TZVPD, OMol25).

```
279
Properties=species:S:1:pos:R:3:lowdin_charge:R:1
C -5.2969 -4.4224 6.7544 -0.176
C 3.2019 -6.6743 6.0012 -0.217
H 5.7603 8.7914 1.5491 0.124
H 4.3456 1.8872 -7.4080 0.127
H 1.3646 1.7865 -0.8560 0.118
H 7.1633 0.1082 4.6155 0.087
H 3.3599 -8.8281 5.9149 0.119
H 3.9118 -6.5603 6.8205 0.123
H -3.0078 -5.9785 6.6978 0.118
C -1.1473 -3.1870 1.6577 -0.063
H -7.6256 3.4513 -8.3096 0.088
H 4.3920 10.3495 0.5085 0.134
C -12.3753 -6.0509 -0.7654 -0.153
H 5.3780 -0.2287 -7.6813 0.120
H -3.4340 -6.6632 8.2511 0.130
O 3.5236 -5.0182 -9.8315 -0.129
O -11.5536 3.5747 -1.8296 -0.146
O -5.6708 -0.2561 -4.1711 -0.178
C 1.4934 3.2636 0.6869 -0.077
H 6.2602 -4.2107 1.8746 0.120
H 1.9004 1.1182 0.6135 0.113
H 1.4895 -5.2228 -9.7559 0.114
C -11.5202 4.4500 -0.7242 -0.157
C 6.7865 11.0851 -2.4810 -0.162
H 1.4823 -10.2438 1.6202 0.121
O 2.5194 -8.0286 4.1500 -0.160
C 8.6168 -5.5150 2.0162 -0.105
H -8.6634 3.3321 -6.7630 0.080
C -10.0904 4.9849 -0.3232 -0.206
C 6.7632 11.8530 -1.1348 -0.151
H 6.8622 12.9129 -1.3690 0.124
H -0.8560 8.7945 1.4509 0.076
H -3.0635 8.1774 3.6841 0.108
H 2.0321 -3.5777 -9.7982 0.132
O -3.4780 -9.2181 7.4220 -0.172
H 5.3308 5.8054 9.4179 0.116
H -2.5532 -0.1300 0.2395 0.112
H -7.4856 3.7215 -4.7405 0.112
H -6.3562 -9.2514 2.3004 0.127
O -2.8485 9.4076 2.0097 -0.175
H 6.2208 10.3336 2.0781 0.131
C -2.8991 -10.4914 7.0090 -0.078
H -4.1941 -1.3976 -3.2851 0.085
H -6.9804 5.2574 -5.0711 0.112
O -5.8346 -8.6679 0.4202 -0.178
O 5.5932 11.5572 -0.3343 -0.127
C -5.2118 -1.4902 -3.6643 -0.115
C 6.2702 9.6894 1.2003 -0.237
H 5.1135 2.0622 6.8062 0.120
C 2.2734 -4.5594 -9.3906 -0.193
O -12.4834 0.9266 -2.7160 -0.185
H -4.8354 -4.4290 5.7669 0.117
H 6.1512 -4.7731 -1.1472 0.122
H 9.6912 -5.6946 1.9770 0.087
C -5.3253 1.6665 -5.5745 -0.168
H 10.4977 -1.8381 -4.9679 0.077
H 6.6587 4.7567 9.7064 0.129
O 6.9991 -0.0275 -0.9987 -0.204
H 8.1417 -0.5218 -9.5755 0.119
H -4.5491 -0.5794 1.6396 0.071
H 7.7132 11.3775 -2.9746 0.122
H 7.9660 5.8623 8.0389 0.118
H -1.3858 10.7680 3.8781 0.123
H 4.4982 -7.9935 4.8648 0.122
O -8.3022 -6.9888 0.6047 -0.135
C 7.7767 0.4869 0.0581 -0.112
H 2.6420 -2.7531 -5.8516 0.081
H 7.9577 7.6508 1.6369 0.089
H -10.6126 0.4572 -2.6826 0.131
H -2.9907 -10.6861 5.9405 0.083
C 10.7078 -1.3470 -5.9181 -0.094
O -9.6493 4.2701 0.7828 -0.197
H -8.2940 4.8631 -7.4643 0.076
H -10.8844 1.9151 -0.6794 0.135
C 1.6682 -5.2806 7.0476 -0.097
C -0.5953 6.8284 4.9583 -0.173
C 5.4010 10.2588 0.1063 -0.233
H 1.0763 4.0989 0.1243 0.073
H 7.5297 -1.5379 -8.3352 0.125
H -3.6365 9.7745 3.9013 0.117
H 8.2880 -4.9991 2.9183 0.083
H 6.1719 5.0132 -7.0904 0.082
C -5.7234 -5.8629 7.1750 -0.138
H 0.5949 -5.1273 7.1602 0.081
H -0.3019 -6.1347 -12.6129 0.087
O -4.3193 -3.8843 7.6713 -0.218
O 1.8620 -6.6415 6.5699 -0.168
C -8.5102 4.8244 1.4376 -0.097
C 5.4235 1.8032 -7.2690 -0.220
C -6.3065 -8.9466 -0.8692 -0.124
H -2.1854 -2.8918 1.8101 0.065
O -4.8249 -6.9020 6.7251 -0.150
H -8.6863 5.8203 1.8442 0.088
H 5.2708 8.5919 6.7107 0.088
O 0.4604 0.8111 3.1624 -0.229
C -10.2022 -5.4910 -0.0370 -0.162
O -5.1750 2.4572 -4.3811 -0.154
H -1.8605 -10.5310 7.3373 0.082
H 7.2600 4.2293 6.7004 0.127
H 5.2944 3.2531 5.5556 0.125
O 1.6056 -5.4183 -12.1535 -0.198
C 7.5606 -2.4085 -0.9556 -0.191
C 6.1712 5.3265 8.9153 -0.190
H 0.6286 -8.8708 2.2979 0.125
C -13.5218 1.8264 -3.1036 -0.099
O 6.8337 1.8273 5.7243 -0.199
H -3.0881 6.4349 7.2407 0.083
H -2.8383 -2.4167 7.7449 0.089
O 2.2050 -8.4140 1.1674 -0.190
C -6.6390 4.2305 -5.2014 -0.195
H -10.5049 -4.4634 0.1644 0.122
C -2.8261 -8.1532 6.8001 -0.235
H -2.6662 1.5717 0.4330 0.109
C 3.7979 -4.8867 -11.2110 -0.202
C 7.5293 -1.0839 -1.8236 -0.139
H 6.7572 10.0133 -2.2848 0.109
H -4.9514 0.8788 0.7124 0.073
C 7.0779 6.3998 8.3713 -0.209
C -5.3262 3.8904 -4.4130 -0.132
H -8.3652 -5.0088 1.0020 0.125
H -12.1059 -5.9725 -1.8186 0.084
H 9.2734 8.6609 1.1528 0.087
H -12.8801 -5.1618 -0.3875 0.092
P -0.3429 0.5373 1.9650 0.533
H -6.3643 1.5680 -5.8892 0.118
H 10.1342 -1.0655 -8.5046 0.117
H -11.0622 1.7645 -3.7353 0.120
H -9.7350 2.6322 -1.7826 0.122
C 2.1802 -4.5280 -7.8586 -0.154
H -1.7558 -8.0777 6.9924 0.122
H 2.5613 3.4814 0.6721 0.073
H -2.0503 8.8366 0.1784 0.082
H -7.1669 -8.3922 -1.2440 0.082
C 9.4212 -0.5228 -7.8839 -0.207
O -0.1455 1.4692 0.6338 -0.203
O 6.6644 7.1873 7.2457 -0.173
H -1.7128 5.4584 6.9626 0.082
H 6.5419 3.8991 -5.8169 0.084
H 8.1274 -3.1399 -1.5317 0.121
H 0.9814 -2.1678 -5.7985 0.083
H 3.2333 -6.7801 -11.6873 0.124
C 3.0109 -5.8007 -12.1109 -0.187
H 3.1784 -4.4149 -7.4357 0.113
H 8.1364 -2.3160 -0.0347 0.103
C 6.6332 -4.7054 0.9777 -0.162
C 3.4853 -7.9612 5.2661 -0.167
C -3.7452 -2.6804 7.2008 -0.108
H 3.6620 -3.8627 -11.5590 0.127
H 0.4185 8.6854 5.6148 0.124
H -6.6053 -9.9947 -0.8546 0.082
H 4.8829 -4.1184 -0.1718 0.125
C -7.8975 3.8560 -7.3347 -0.054
H 8.2885 -0.2598 0.6653 0.076
H 8.4432 1.2603 -0.3236 0.085
C -1.9200 8.6725 1.2480 -0.137
H -3.8092 0.2720 -4.7850 0.117
C 2.4241 -9.2905 3.4168 -0.150
H 3.4482 -9.4741 3.0918 0.115
H 3.4534 -5.8631 -13.1050 0.124
H 1.2811 -3.8808 -5.4001 0.082
C 0.2433 8.1093 4.7063 -0.175
H 3.4702 -5.9266 5.2549 0.122
H 6.0385 8.9593 8.2249 0.082
H 2.0299 -4.4599 6.4281 0.080
H -3.0181 5.4923 5.8159 0.082
H 8.3915 9.1380 2.6013 0.092
H -11.9517 3.9358 0.1345 0.124
H -14.3949 1.2462 -3.4022 0.083
H 2.1598 -10.0563 4.1461 0.122
H -2.9198 -8.3140 5.7261 0.122
H -9.3358 4.8735 -1.1019 0.122
C 8.2858 8.6900 1.6133 -0.095
H 7.3166 7.1115 9.1617 0.125
O 6.2454 -2.7582 -0.5867 -0.129
H -4.4364 4.3163 -4.8767 0.118
H -4.4572 -1.8635 7.3184 0.084
O -0.1353 -0.9879 1.3919 -0.200
C 1.6022 -3.0379 -6.0121 -0.103
H -3.5488 -2.8250 6.1384 0.078
H 9.7620 0.5125 -7.8873 0.126
O -11.3393 -6.3587 0.0840 -0.184
H -4.7294 -0.3169 -6.1056 0.120
H -5.3978 4.2843 -3.3992 0.119
H 6.8558 -1.1855 -2.6746 0.121
H -8.0619 4.1407 2.1584 0.086
C 6.3346 0.7231 4.9666 -0.094
C -2.8114 0.6352 0.9715 -0.287
C 5.9653 -4.1134 -0.2996 -0.177
H 3.8739 11.1503 -3.9917 0.087
H 0.8016 -7.2660 -11.8000 0.087
H -10.2418 6.0377 -0.0848 0.117
C 5.6586 8.1351 7.6213 -0.100
H -8.2624 -7.6912 2.5718 0.126
C -4.8225 0.2614 -5.1864 -0.204
C -2.8212 9.2130 3.4453 -0.147
C -2.4023 6.1296 6.4504 -0.109
C 5.8856 4.0472 -6.6745 -0.105
H 6.2768 -5.7347 1.0180 0.112
H -13.0572 -6.8934 -0.8808 0.088
H 0.8030 -7.9700 -0.3157 0.088
H -9.5126 -6.0221 1.9162 0.121
H 0.1040 6.0656 5.3008 0.118
H 0.7273 -2.4772 2.4726 0.115
O 5.6371 4.4449 7.9328 -0.123
H -13.8354 2.5037 -2.3093 0.079
H 0.9892 -6.8184 -13.5363 0.083
H -3.4253 -11.3019 7.5132 0.082
C 1.6213 -9.2782 2.1064 -0.201
O 6.0531 3.0070 -7.6483 -0.167
H -5.3459 -2.2638 -4.4203 0.085
C -11.1691 1.3938 -2.7159 -0.213
H -4.7866 2.0852 -6.4245 0.125
H -0.6604 -1.8512 3.2568 0.114
H 8.1503 -6.5001 2.0275 0.076
O -1.6845 7.1822 5.8284 -0.193
C 6.5543 3.6438 7.2897 -0.211
H -0.8979 6.4567 3.9794 0.122
H 5.6244 0.6202 -9.1159 0.126
H 1.6861 -9.5514 -0.4523 0.083
H 1.2390 7.7200 4.4938 0.119
C -6.8270 -8.7627 1.4473 -0.190
C -0.2686 -2.0847 2.2669 -0.297
H -5.8428 -1.8614 -2.8568 0.083
H -0.9606 -4.0845 2.2474 0.076
C -4.2567 0.4505 1.4349 -0.070
H -4.4426 1.0320 2.3378 0.075
O 5.7087 11.5158 -3.3784 -0.179
H -13.2416 2.4154 -3.9769 0.085
C -10.7922 2.4026 -1.6499 -0.191
H 2.4599 -8.0836 -0.8431 0.085
C 5.8520 2.6823 6.2982 -0.189
H -9.8511 -5.6013 -1.0630 0.123
C -3.4902 -6.8312 7.1756 -0.194
H -6.1745 -3.7769 6.7864 0.119
C -7.5900 -7.4778 1.7409 -0.185
H -5.7083 -5.9426 8.2619 0.123
H 5.8564 1.1290 4.0751 0.077
C 8.0109 -0.5729 -8.4946 -0.155
O 8.1016 -4.7420 0.9225 -0.208
H 2.2352 -5.1943 7.9746 0.082
C -1.4791 9.7156 4.1460 -0.172
H 5.3672 9.5771 -0.7435 0.113
H 11.1457 -0.4098 -5.5744 0.079
H 4.8653 -5.1072 -11.2223 0.132
H -6.8541 -6.7242 2.0213 0.127
H 11.4908 -1.9271 -6.4064 0.081
H 1.3264 3.4304 1.7510 0.072
H -5.4493 -8.8669 -1.5379 0.088
H 4.8633 7.6879 8.2177 0.081
H 3.9636 10.9385 -2.2539 0.081
H 4.6977 9.7333 -3.3414 0.085
O -0.3006 9.0312 3.7745 -0.144
O -6.6148 3.9138 -6.6031 -0.239
H -12.2472 5.2402 -0.9116 0.121
H 1.8333 -5.4639 -7.4206 0.118
O 1.3867 -3.3769 -7.3931 -0.211
H 4.8799 4.2141 -6.2887 0.081
H -1.0728 -3.3510 0.5827 0.077
H -1.7549 9.6979 5.2004 0.114
H 7.0477 0.9001 0.7551 0.084
O 7.5332 9.4458 0.6671 -0.172
H 7.0409 2.9830 8.0072 0.131
H 5.6842 1.5548 -6.2402 0.127
C 1.1878 1.8420 0.2181 -0.243
C 5.9309 0.6265 -8.0699 -0.215
C -9.0519 -5.8533 0.9429 -0.194
H 8.5162 -0.8464 -2.2207 0.113
H -7.6593 4.8991 0.7605 0.079
O -2.0171 0.5847 2.1695 -0.200
H -7.5634 -9.5294 1.2068 0.118
C 1.7365 -8.5065 -0.1460 -0.119
H 7.7098 11.5829 -0.6668 0.110
O 7.3223 0.5441 -7.8934 -0.122
O 9.4636 -1.1082 -6.6022 -0.186
H 5.5228 0.2140 5.4861 0.083
C 4.5141 10.7961 -3.1838 -0.130
H -2.0165 7.5869 1.2629 0.077
C 0.7338 -6.4658 -12.5371 -0.110
H -6.7160 -6.1273 6.8105 0.122
```

Values from the calculation:
DFT total energy = -162428.2407 eV
energy relative to the best compared isomer or geometry (same formula, charge and spin) = 752.87 kJ/mol
SMILES = CCOP(=O)(OCC)OCC.COCCOCCOC.COCCOCCOC.COCCOCCOC.COCCOCCOC.COCCOCCOC.COCCOCCOC.COCCOCCOC.COCCOCCOC.COCCOCCOC.COCCOCCOC.COCCOCCOC
highest occupied orbital energy = -0.334 Ha
charge = 0
multiplicity = 1
largest force on an atom = 3.2 eV/Å